Entry 1:
C12H48O12 | the ωB97M-V functional and the def2-TZVPD basis

Output
- Kohn-Sham gap (eV) = 7.60
- total energy (eV) = -37757.7606
- ΔE to the lowest compared entry with this formula, charge and spin (eV) = 34.751
- HOMO energy (eV) = -7.560

Atoms and positions in Å:
C  -2.47334  0.12500  -2.26379
O  -3.26349  -1.06781  -2.14388
H  -1.93888  0.09608  -3.21332
H  -3.03841  1.05383  -2.18596
H  -1.76152  0.24333  -1.44683
H  -3.85390  -0.96546  -1.39384
C  3.38727  1.32962  0.99949
O  2.17598  1.23218  0.23603
H  3.68314  2.37508  1.08647
H  3.22593  0.91918  1.99629
H  4.26019  0.88069  0.52561
H  1.52545  1.81180  0.63908
C  -2.02855  1.67564  2.09437
O  -1.87580  0.31777  1.79134
H  -1.33141  2.37324  1.63021
H  -3.01203  1.98870  1.74385
H  -1.93368  1.76584  3.17648
H  -1.50953  0.25433  0.90623
C  0.45588  0.73863  -2.05894
O  -0.70195  1.44402  -1.65250
H  0.92531  0.89623  -3.02997
H  1.24604  1.03292  -1.36818
H  0.33283  -0.31461  -1.80666
H  -0.66898  2.33820  -2.00028
C  -3.72886  0.60605  0.14256
O  -4.36123  -0.40145  -0.56974
H  -2.65877  0.60414  -0.06481
H  -4.12389  1.60417  -0.04668
H  -3.89171  0.42532  1.20507
H  -5.28211  -0.43496  -0.30055
C  1.65645  1.23915  3.33510
O  2.50692  0.12756  3.31438
H  2.23921  2.15621  3.42157
H  1.04961  1.16884  2.43239
H  0.97885  1.16398  4.18556
H  2.05195  -0.67595  3.57700
C  0.14524  -0.03600  0.61613
O  -1.05974  0.44116  0.08206
H  0.99379  0.50175  0.19317
H  0.27930  0.07375  1.69227
H  0.26838  -1.06785  0.28717
H  -0.92149  0.75921  -0.81311
C  -0.40744  -2.31795  -1.72417
O  -0.38400  -3.37313  -0.78644
H  0.49175  -2.35138  -2.33936
H  -1.30345  -2.42181  -2.33611
H  -0.45164  -1.35434  -1.21664
H  -0.50201  -4.22297  -1.21708
C  3.81732  -0.53912  -1.04523
O  2.73784  0.34482  -1.32004
H  3.94355  -1.33172  -1.78277
H  4.77930  -0.02990  -0.98706
H  3.66558  -0.99038  -0.06470
H  2.49882  0.80845  -0.51411
C  2.58387  -2.96018  -0.55216
O  1.47507  -2.71181  0.30887
H  2.32258  -3.91184  -1.01495
H  2.74281  -2.19848  -1.31547
H  3.54440  -3.05303  -0.04535
H  0.68138  -2.61615  -0.22265
C  0.32475  2.80709  0.06898
O  1.09002  2.50634  1.23193
H  0.23733  3.88990  -0.02034
H  0.90334  2.38918  -0.75485
H  -0.68536  2.39810  0.04658
H  0.56251  2.69956  2.01039
C  -2.26022  -1.72929  0.17216
O  -2.12686  -3.16239  0.25799
H  -2.18177  -1.33271  -0.84010
H  -3.25475  -1.42222  0.49575
H  -1.49736  -1.21107  0.75319
H  -1.31584  -3.40119  -0.19679

---

Entry 2:
C4H8O2 | the ωB97M-V functional and the def2-TZVPD basis

Output
- Kohn-Sham gap (eV) = 10.27
- total energy (eV) = -8371.2470
- SMILES = C[C@H]1[C@@H](O)[C@H]1O
- ΔE to the lowest compared entry with this formula, charge and spin (eV) = 2.035
- HOMO energy (eV) = -9.522

Atoms and positions in Å:
C  1.57542  -0.13377  -0.18704
C  0.40152  -0.24826  0.75643
C  -0.78044  0.67532  0.63073
O  -0.86836  1.67739  -0.34186
C  -0.92011  -0.75817  0.21140
O  -0.97151  -0.99120  -1.16768
H  2.21779  -1.01620  -0.10745
H  1.23527  -0.09227  -1.22590
H  2.17727  0.75565  0.02461
H  0.64795  -0.55140  1.77287
H  -1.28989  1.00160  1.53162
H  -0.42196  1.37720  -1.14129
H  -1.53234  -1.43342  0.80694
H  -1.47061  -0.26248  -1.56340